Record 1
17
Properties=species:S:1:pos:R:3:lowdin_charge:R:1 method="wB97M-V/def2-TZVPD" charge=+1 homo_energy_ev=-16.608 total_energy_ev=-7400.099 lumo_energy_ev=-2.98 fmax_ev_per_a=5.30 e_above_lowest_ev=2.152 gap_ev=13.63
C -1.0048 -1.4143 0.2587 0.002
C -1.0847 -0.0817 -0.3504 -0.254
C -2.0305 0.9071 0.2025 -0.022
C 2.2284 0.7786 -0.1260 -0.006
C 1.3776 -0.4755 -0.0408 -0.093
O -0.0440 -0.4397 0.5389 -0.094
H -1.7544 -1.7054 1.1285 0.209
H -0.6267 -2.1420 -0.4183 0.130
H -0.4067 0.0944 -1.4242 0.241
H -1.7544 1.4271 1.0735 0.073
H -3.0064 0.3920 0.5701 0.133
H -2.2515 1.7735 -0.5478 0.136
H 3.1291 0.4753 -0.4929 0.075
H 2.2735 1.2146 0.8587 0.104
H 1.7061 1.4120 -0.7578 0.065
H 1.2642 -1.0182 -1.0284 0.149
H 1.9852 -1.1977 0.5558 0.152

Record 2
18
Properties=species:S:1:pos:R:3:lowdin_charge:R:1 method="wB97M-V/def2-TZVPD" charge=-1 homo_energy_ev=-4.228 total_energy_ev=-11940.394 lumo_energy_ev=2.63 fmax_ev_per_a=2.99 e_above_lowest_ev=5.003 gap_ev=6.86
C -0.0289 0.6822 -0.8731 -0.093
C -1.1474 -0.4325 -0.7421 -0.286
N -2.0870 -0.5845 0.4605 -0.065
C -2.3894 0.6669 0.3016 -0.096
C 2.9918 -0.0591 0.0413 -0.713
O 2.6132 -1.2619 0.0224 -0.154
O 3.4533 0.6856 -0.8331 -0.117
H -0.3197 1.4646 -1.5734 0.069
H 0.8112 0.0832 -1.2041 0.047
H 0.2893 1.0171 0.1198 0.074
H -1.6824 -0.4178 -1.7086 0.099
H -0.5878 -1.3812 -0.6266 0.122
H -3.1913 0.9068 -0.4531 0.090
H -2.2378 1.5485 0.9534 0.092
H 2.8359 0.3636 1.0746 0.093
H -0.5165 -0.8838 1.4220 -0.040
H 0.9973 -1.2972 1.5575 -0.008
O 0.1964 -1.1003 2.0610 -0.113

Record 3
20
Properties=species:S:1:pos:R:3:lowdin_charge:R:1 method="wB97M-V/def2-TZVPD" charge=+3 homo_energy_ev=-21.109 total_energy_ev=-54320.842 lumo_energy_ev=-17.49 fmax_ev_per_a=5.37 gap_ev=3.62
O 1.8659 1.2751 -1.0891 -0.129
C 0.7804 0.4921 -1.1540 -0.179
N -0.3613 0.5784 -2.1784 0.005
C -1.6122 0.7140 -1.2875 -0.070
C -1.3440 -0.5801 -0.2629 -0.050
C 0.3021 -0.7643 -0.1943 -0.045
C 1.0280 -0.9599 1.2623 -0.168
F 2.4770 -0.5988 1.1791 0.018
F 0.9939 -2.4192 1.6305 0.046
C 0.3768 -0.0918 2.4900 -0.053
F 1.2301 1.0559 2.9482 -0.008
F 0.2114 -1.0442 3.6424 0.010
H -0.1714 1.4518 -2.7186 0.028
H -1.3758 1.6342 -0.5963 0.160
H -2.6581 0.6499 -1.8092 0.187
H -1.9391 -0.5952 0.7461 0.168
H -1.7100 -1.4781 -0.9529 0.163
H 0.6035 -1.7773 -0.7463 0.220
H -0.6852 0.3533 2.2820 0.170
Lu 1.9881 2.1041 -3.1912 2.528

Record 4
51
Properties=species:S:1:pos:R:3:lowdin_charge:R:1 method="wB97M-V/def2-TZVPD" charge=+1 homo_energy_ev="-10.655 / -11.166" total_energy_ev=-67732.816 lumo_energy_ev="-2.86 / -4.20" fmax_ev_per_a=0.64 e_above_lowest_ev=0.000 gap_ev="7.80 / 6.96" spin_multiplicity=2
Ru 0.4323 0.2641 -0.4721 1.055
C -0.9004 -0.2630 2.5759 -0.018
C -1.3979 0.9418 1.8466 -0.265
C -2.5197 1.6061 2.3988 -0.001
C -2.9854 2.7564 1.8541 0.025
C -2.3173 3.3060 0.7380 -0.146
C -2.6925 4.5368 0.1547 -0.013
C -1.9930 5.0418 -0.9043 -0.053
C -0.8986 4.3351 -1.4290 -0.080
C -0.5300 3.1241 -0.8962 -0.561
S 0.7992 2.1780 -1.5121 0.739
C -1.2309 2.5904 0.2074 -0.217
N -0.8013 1.3884 0.7505 0.005
H -0.9521 -0.0654 3.6468 0.097
H 0.1077 -0.5248 2.2968 0.025
H -1.5305 -1.1288 2.3642 0.102
H -2.9802 1.1720 3.2754 0.125
H -3.8417 3.2695 2.2735 0.131
H -3.5363 5.0729 0.5696 0.122
H -2.2758 5.9884 -1.3438 0.115
H -0.3424 4.7390 -2.2651 0.113
C -0.9259 -4.0436 -2.6112 -0.054
C -1.0273 -3.0620 -1.4498 -0.573
O -1.8181 -3.6037 -0.3812 -0.072
P -1.9484 -1.5404 -1.9050 0.525
O -3.4169 -1.8199 -1.4325 -0.056
O -2.0267 -1.4974 -3.4788 -0.066
O -1.3834 -0.2558 -1.3885 -0.366
P 0.6257 -2.6190 -0.7613 0.355
O 1.1515 -1.5013 -1.8762 -0.210
O 1.5000 -3.7885 -0.6566 -0.241
O 0.3450 -1.6813 0.3974 -0.409
H -1.9152 -4.2989 -2.9907 0.097
H -0.4260 -4.9458 -2.2581 0.094
H -0.3368 -3.6297 -3.4287 0.092
H -1.4050 -4.4177 -0.0647 0.121
H -3.4484 -2.5533 -0.7922 0.096
H -1.7335 -0.6568 -3.8547 0.113
H 1.9939 -1.7496 -2.2823 0.105
C 4.8992 -0.9807 2.4940 0.013
N 4.0927 -0.3329 1.4682 -0.108
C 4.5649 0.3416 0.3698 -0.033
C 3.4739 0.7456 -0.3302 -0.131
N 2.3416 0.3205 0.3300 -0.110
C 2.7561 -0.3266 1.4055 -0.125
H 5.6213 -0.2729 2.8935 0.100
H 5.4165 -1.8400 2.0730 0.102
H 4.2454 -1.3132 3.2954 0.097
H 5.6165 0.4813 0.1931 0.132
H 3.4280 1.3284 -1.2331 0.081
H 2.1263 -0.8154 2.1263 0.129

Record 5
79
Properties=species:S:1:pos:R:3:lowdin_charge:R:1 method="wB97M-V/def2-TZVPD" charge=+1 homo_energy_ev=-10.751 total_energy_ev=-56517.557 lumo_energy_ev=-6.41 fmax_ev_per_a=2.32 gap_ev=4.34
C 4.5764 -2.6250 0.8327 -0.090
C 3.4592 -2.1893 1.7934 -0.629
C 2.6853 -3.4158 2.2827 -0.094
C 4.0472 -1.4234 2.9815 -0.101
Si 2.2433 -1.0051 0.8880 0.547
C 3.1762 0.4881 0.2981 -0.143
C 1.3468 -1.9588 -0.4350 -0.131
O 1.0510 -0.3904 2.0295 -0.195
N 0.3001 0.4242 1.1292 -0.167
O -1.0072 -0.0897 1.0352 -0.217
Si -1.9681 -1.1682 2.0154 0.592
C -0.9707 -2.6148 2.6064 -0.154
C -2.5561 -0.0277 3.3642 -0.156
C -3.5036 -1.8486 0.9911 -0.609
C -3.5321 -3.3828 0.9497 -0.105
C -3.3700 -1.3109 -0.4345 -0.107
C -4.8208 -1.3553 1.6043 -0.109
C 0.2113 1.7179 1.6895 -0.348
C -0.8998 2.4257 1.0163 -0.042
C 0.9816 2.2804 2.6834 0.070
H 5.1665 -1.7785 0.4616 0.074
H 5.2710 -3.2960 1.3563 0.088
H 4.1925 -3.1747 -0.0356 0.079
H 1.8788 -3.1395 2.9726 0.064
H 2.2549 -3.9902 1.4533 0.079
H 3.3709 -4.0812 2.8238 0.088
H 3.2616 -1.0920 3.6721 0.077
H 4.7243 -2.0812 3.5412 0.085
H 4.6239 -0.5472 2.6615 0.073
H 3.9806 0.1778 -0.3839 0.040
H 2.4982 1.1522 -0.2530 0.038
H 3.6242 1.0614 1.1184 0.035
H 2.0734 -2.3256 -1.1730 0.044
H 0.7854 -2.8236 -0.0687 0.027
H 0.6479 -1.2995 -0.9632 0.039
H -1.6079 -3.3049 3.1798 0.048
H -0.5199 -3.1879 1.7884 0.033
H -0.1743 -2.2708 3.2754 0.025
H -3.1975 -0.5558 4.0850 0.041
H -1.6832 0.3602 3.9049 0.034
H -3.1152 0.8261 2.9608 0.030
H -3.6451 -3.8280 1.9449 0.079
H -4.3972 -3.7064 0.3546 0.088
H -2.6401 -3.8074 0.4760 0.080
H -3.3842 -0.2151 -0.4668 0.079
H -2.4564 -1.6676 -0.9249 0.080
H -4.2223 -1.6662 -1.0308 0.088
H -4.8953 -0.2622 1.6142 0.076
H -5.6584 -1.7306 1.0004 0.087
H -4.9715 -1.7254 2.6254 0.081
H -0.7265 3.5067 1.0596 0.081
H -0.9219 2.0766 -0.0202 0.098
H -1.8774 2.2277 1.4712 0.079
H 0.8686 3.3684 2.7872 0.031
H 1.7274 1.7421 3.2564 0.052
F -2.8199 5.5007 8.6193 0.068
C -2.3279 5.4052 7.3377 -0.203
C -3.2136 5.5801 6.2790 0.068
C -2.6789 5.5511 4.9837 -0.023
C -1.3261 5.3373 4.7729 0.016
C -0.4167 5.1135 5.8556 -0.157
C 0.9483 4.8663 5.5172 0.149
C 2.0820 4.9408 6.3804 -0.158
C 3.3730 4.9158 5.7614 0.015
C 4.5427 4.9000 6.5029 -0.024
C 4.5134 4.9120 7.9044 0.069
C 3.2646 5.0003 8.5111 -0.203
F 3.2138 5.0662 9.8848 0.068
C 2.0717 5.0638 7.8058 0.093
C -0.9712 5.1727 7.1715 0.090
H -4.2659 5.7751 6.4605 0.141
H -3.3399 5.7011 4.1304 0.127
H -0.9150 5.3211 3.7640 0.123
H 1.1676 4.7640 4.4575 0.110
H 3.4025 4.8953 4.6730 0.128
H 5.5047 4.8756 5.9899 0.128
H 5.4223 4.9092 8.4977 0.142
H 1.1522 5.1771 8.3582 0.101
H -0.3661 4.9984 8.0489 0.103